Formula: C4H4N2S2
Source: the OMol25 dataset
Level of theory: wB97M-V/def2-TZVPD

Computed properties:
Maximum force in eV/Å: 9.7
Multiplicity: 1
Frontier orbital gap in eV: 8.67
LUMO in eV: 0.2
Net charge: 0
Relative energy (zero: lowest compared OMol25 entry of this formula, charge and spin) in kcal/mol: 128.1

Geometry (Å):
C1 -1.393973 0.649891 -0.086492
C2 0.302023 -1.570842 -0.250154
C3 1.245946 -0.887927 0.660855
C4 2.290276 -0.530160 1.293348
H1 -2.116238 2.523826 0.246111
H2 0.319891 1.777101 -1.137648
H3 0.217093 -2.551792 -0.589364
H4 3.058300 0.091345 1.973674
N1 -2.266439 1.461160 0.378773
N2 -0.358135 0.732197 -0.865909
S1 0.268009 -0.568898 -1.811118
S2 -1.566751 -1.125899 0.187924

Cartesian forces (eV/Å) of the 2 atoms listed first:
C -3.1 -0.2 1.2
C -2.2 4.2 -0.2

Atom charges from the Mulliken analysis, given in e for atoms 1 to 6: number 1, C, carries 0.647; number 2, C, carries -0.259; number 3, C, carries -0.296; number 4, C, carries -0.184; number 5, H, carries 0.219; number 6, H, carries 0.343

Formula: C15H20N4O4PdSi
Source: the OMol25 dataset
Level of theory: wB97M-V/def2-TZVPD

Computed properties:
Maximum force in eV/Å: 0.5
Multiplicity: 1
Frontier orbital gap in eV: 8.60
LUMO in eV: 0.2
Net charge: 0
Relative energy (zero: lowest compared OMol25 entry of this formula, charge and spin) in kcal/mol: 0.0

Geometry (Å):
Pd1 -0.027935 0.005803 -0.254306
C1 3.243614 -1.592344 0.297062
C2 3.105793 -0.101161 0.323929
C3 4.146884 0.751071 0.659865
C4 3.928012 2.126526 0.672831
C5 2.691765 2.658894 0.361038
C6 1.681757 1.763716 0.006692
N1 1.928028 0.426067 -0.011920
N2 0.377296 1.982808 -0.337884
Si1 -0.074345 2.993761 -1.693344
C7 1.455910 3.364837 -2.706910
C8 -1.298141 2.091344 -2.789338
C9 -0.825443 4.603431 -1.096124
H1 3.927417 -1.889517 -0.499877
H2 2.279559 -2.065593 0.126522
H3 3.656941 -1.954940 1.238327
H4 5.113157 0.338342 0.912489
H5 4.739733 2.789330 0.946132
H6 2.491852 3.720254 0.398445
H7 1.897301 2.432228 -3.067789
H8 2.219274 3.889004 -2.129948
H9 1.214042 3.980351 -3.575828
H10 -0.971458 1.068215 -2.988222
H11 -1.374062 2.605515 -3.750753
H12 -2.300988 2.046231 -2.365832
H13 -0.126754 5.145708 -0.455483
H14 -1.736242 4.435522 -0.518969
H15 -1.080833 5.253850 -1.936291
C10 -3.355247 1.877480 0.251129
C11 -3.202355 0.412008 0.082825
N3 -2.060734 -0.248761 0.006242
C12 -2.362416 -1.593420 0.014426
C13 -3.713097 -1.746257 0.077912
N4 -4.218400 -0.471299 0.113760
C14 -4.643941 -2.903342 0.151547
O1 -4.105017 -4.098902 0.206119
O2 -5.834098 -2.692411 0.171978
C15 -1.243185 -2.577195 -0.054203
O3 -1.485082 -3.782327 0.014179
O4 -0.092200 -2.045574 -0.200327
H16 -2.366872 2.328284 0.266253
H17 -3.851176 2.100293 1.196687
H18 -3.943379 2.316635 -0.554908
H19 -5.206062 -0.283098 0.203544
H20 -3.093775 -4.066268 0.195423

Cartesian forces (eV/Å) of the 2 atoms listed first:
Pd -0.1 -0.3 0.5
C 0.0 0.0 0.0

Atom charges from the Mulliken analysis, given in e for atoms 1 to 6: number 1, Pd, carries 0.931; number 2, C, carries -1.155; number 3, C, carries 0.603; number 4, C, carries -0.593; number 5, C, carries -0.345; number 6, C, carries -0.549

Formula: C3H3N
Source: the OMol25 dataset
Level of theory: wB97M-V/def2-TZVPD

Computed properties:
Maximum force in eV/Å: 6.3
SMILES string: C=CC#N
Multiplicity: 1
Frontier orbital gap in eV: 10.56
LUMO in eV: 0.2
Net charge: 0
Relative energy (zero: lowest compared OMol25 entry of this formula, charge and spin) in kcal/mol: 10.6

Geometry (Å):
C1 -0.019792 0.842399 0.501720
C2 -0.511761 -0.269260 -0.097484
C3 0.409133 -1.058162 -0.800888
H1 -0.760324 1.368106 1.105473
H2 1.075330 1.086363 0.506424
H3 -1.576769 -0.345692 -0.000026
N1 1.384183 -1.623755 -1.215218

Cartesian forces (eV/Å) of the 2 atoms listed first:
C 0.2 -1.1 0.1
C 0.4 2.7 1.0

Atom charges from the Mulliken analysis, given in e for atoms 1 to 6: number 1, C, carries -0.561; number 2, C, carries -0.245; number 3, C, carries 0.370; number 4, H, carries 0.245; number 5, H, carries 0.284; number 6, H, carries 0.320

Formula: C5H6O2
Source: the OMol25 dataset
Level of theory: wB97M-V/def2-TZVPD

Computed properties:
Maximum force in eV/Å: 1.2
Multiplicity: 1
Frontier orbital gap in eV: 8.03
LUMO in eV: 0.4
Net charge: 0
Relative energy (zero: lowest compared OMol25 entry of this formula, charge and spin) in kcal/mol: 125.3

Geometry (Å):
O1 -0.394549 1.239039 -1.126172
C1 -1.799315 0.538401 -0.446384
C2 -1.423606 -0.446746 0.476514
C3 -0.371457 -0.918452 0.941258
C4 0.927806 -1.221355 1.254445
C5 1.781078 0.186462 -0.052506
O2 2.940152 0.132384 0.008971
H1 -0.352502 1.038716 -2.077182
H2 -2.308209 0.210111 -1.353543
H3 -2.248910 1.442391 -0.040357
H4 1.360876 -2.147677 0.879643
H5 1.333658 -0.881706 2.206176
H6 0.554978 0.828431 -0.670863

Cartesian forces (eV/Å) of the 2 atoms listed first:
O 0.2 -0.1 -0.1
C -0.2 -0.1 0.1

Atom charges from the Mulliken analysis, given in e for atoms 1 to 6: number 1, O, carries -0.535; number 2, C, carries -0.170; number 3, C, carries -0.366; number 4, C, carries 0.385; number 5, C, carries -1.012; number 6, C, carries 0.069

Formula: C4H7NO2
Source: the OMol25 dataset
Level of theory: wB97M-V/def2-TZVPD

Computed properties:
Maximum force in eV/Å: 2.3
Multiplicity: 1
Frontier orbital gap (alpha / beta) in eV: 5.21 / 5.21
LUMO (alpha / beta) in eV: -0.8 / -0.8
Net charge: 0
Relative energy (zero: lowest compared OMol25 entry of this formula, charge and spin) in kcal/mol: 217.8

Geometry (Å):
O1 2.120368 1.325170 0.398022
N1 2.030857 0.125788 -0.270243
C1 0.875659 -0.368355 -0.338564
C2 0.122287 -1.476935 -0.876373
C3 -0.627042 -0.592363 0.099398
C4 -0.900331 0.730431 -0.256124
O2 -1.155737 1.660550 0.642312
H1 3.076257 1.489791 0.395582
H2 0.350199 -2.446698 -0.439098
H3 -0.114326 -1.489099 -1.938940
H4 -0.884893 -0.943902 1.100171
H5 -2.722916 -0.374087 1.321454
H6 -0.911166 1.074008 -1.271420
H7 -1.357379 1.234711 1.497142

Cartesian forces (eV/Å) of the 2 atoms listed first:
O 0.2 0.0 0.2
N -0.5 -0.2 -0.1

Atom charges from the Mulliken analysis, given in e for atoms 1 to 6: number 1, O, carries -0.334; number 2, N, carries -0.478; number 3, C, carries 0.433; number 4, C, carries -0.343; number 5, C, carries -0.553; number 6, C, carries -0.244

Formula: C4H5N3
Source: the OMol25 dataset
Level of theory: wB97M-V/def2-TZVPD

Computed properties:
Maximum force in eV/Å: 2.4
Multiplicity: 1
Frontier orbital gap in eV: 10.49
LUMO in eV: -0.4
Net charge: 0
Relative energy (zero: lowest compared OMol25 entry of this formula, charge and spin) in kcal/mol: 120.2

Geometry (Å):
C1 -1.614270 0.709240 0.563264
N1 -0.126922 -0.411788 -0.842644
C2 0.920773 -0.821064 -0.277682
C3 2.075065 -1.319996 -0.977923
N2 3.021998 -1.695733 -1.522618
C4 0.881421 1.402935 1.529429
N3 -0.144944 1.465740 0.928930
H1 -1.812107 -0.392855 0.600396
H2 -2.051830 1.055033 -0.386619
H3 -2.008962 1.173161 1.425987
H4 -0.160774 -0.432862 -1.850900
H5 1.020555 -0.731807 0.810383

Cartesian forces (eV/Å) of the 2 atoms listed first:
C 0.6 1.3 1.0
N 0.7 -0.6 -0.5

Atom charges from the Mulliken analysis, given in e for atoms 1 to 6: number 1, C, carries -0.550; number 2, N, carries -0.450; number 3, C, carries 0.229; number 4, C, carries -0.039; number 5, N, carries -0.319; number 6, C, carries -0.105

Formula: C4H7P
Source: the OMol25 dataset
Level of theory: wB97M-V/def2-TZVPD

Computed properties:
Maximum force in eV/Å: 4.5
SMILES string: C=CC.C#P
Multiplicity: 1
Frontier orbital gap in eV: 9.05
LUMO in eV: -0.2
Net charge: 0
Relative energy (zero: lowest compared OMol25 entry of this formula, charge and spin) in kcal/mol: 80.8

Geometry (Å):
C1 1.155778 -0.345909 -0.316860
C2 -0.027676 0.294671 -0.362911
C3 -0.451031 -2.107672 1.154028
C4 -0.610744 0.653314 -1.600859
P1 -0.351722 -1.419584 2.542035
H1 1.814207 -0.227927 -1.246116
H2 -0.670369 0.594318 0.506919
H3 1.649335 -0.757240 0.543078
H4 0.046939 0.351301 -2.399212
H5 -1.629378 0.263273 -1.944384
H6 -0.809050 1.764361 -1.629927
H7 -0.620133 -1.653776 0.141585

Cartesian forces (eV/Å) of the 2 atoms listed first:
C 0.8 1.8 -1.5
C 0.5 -0.6 2.5

Atom charges from the Mulliken analysis, given in e for atoms 1 to 6: number 1, C, carries -0.605; number 2, C, carries 0.032; number 3, C, carries -0.229; number 4, C, carries -1.059; number 5, P, carries -0.077; number 6, H, carries 0.182

Formula: C15H56CrN9O17
Source: the OMol25 dataset
Level of theory: wB97M-V/def2-TZVPD

Computed properties:
Maximum force in eV/Å: 9.1
Multiplicity: 5
Frontier orbital gap (alpha / beta) in eV: 4.63 / 5.18
LUMO (alpha / beta) in eV: -5.2 / -4.7
Net charge: +1

Geometry (Å):
Cr1 20.738830 5.765770 -20.568300
N1 17.961870 4.773950 -21.854260
O1 18.060430 4.627030 -23.018600
O2 17.326070 4.008780 -21.171880
O3 18.663430 5.619430 -21.272970
C1 17.310950 0.711810 -24.371720
O4 16.619460 -0.204680 -24.749240
N2 17.096780 1.701180 -23.515690
N3 18.565460 0.652230 -24.737830
H1 16.118230 1.855390 -23.318820
H2 17.660380 2.537710 -23.567260
H3 19.304610 1.154220 -24.266910
H4 18.794940 -0.190640 -25.244800
C2 21.153140 8.467960 -22.372580
O5 20.624540 7.541940 -21.772840
N4 21.326130 8.533970 -23.671400
N5 21.867950 9.296940 -21.689730
H5 21.688590 9.429250 -23.966690
H6 21.375420 7.653290 -24.163400
H7 22.271780 8.899640 -20.853560
H8 22.297010 10.054990 -22.200970
C3 20.426210 5.244390 -25.506970
O6 21.021390 5.923280 -24.691780
N6 19.174260 5.310360 -25.796330
N7 20.898780 4.228200 -26.025250
H9 18.778860 4.851380 -26.604480
H10 18.650480 5.763010 -25.060890
H11 20.433730 3.733690 -26.773100
H12 21.764670 3.893200 -25.627620
C4 8.340420 -0.784520 -16.554870
O7 8.713040 0.102490 -17.544770
C5 9.493880 1.221590 -17.246400
C6 11.004170 0.818650 -16.889670
N8 11.890710 0.670520 -18.068140
C7 12.329700 1.952790 -18.495820
C8 13.231330 1.597540 -19.740450
O8 14.307490 0.825110 -19.351960
C9 15.305790 0.851800 -20.288120
H13 7.507410 -0.528470 -15.900180
H14 9.208840 -1.128920 -15.993310
H15 7.960100 -1.642450 -17.109310
H16 8.949630 1.754620 -16.466800
H17 9.527310 1.731590 -18.209140
H18 10.874400 -0.142450 -16.392130
H19 11.386150 1.450260 -16.087630
H20 12.811370 0.267350 -17.968400
H21 13.001360 2.464700 -17.806670
H22 11.683290 2.801780 -18.718250
H23 13.522330 2.494560 -20.287060
H24 12.554770 1.119490 -20.448850
H25 15.150860 0.455170 -21.291510
H26 16.030360 0.138810 -19.894740
H27 15.916580 1.744620 -20.421950
C10 10.908200 6.969770 -19.923920
O9 12.017460 6.740960 -20.854850
C11 12.895080 5.776640 -20.260790
C12 14.418740 6.126230 -20.528110
N9 14.927510 7.432860 -19.987430
C13 16.167770 7.792060 -20.646430
C14 16.826340 9.068770 -20.060560
O10 16.939740 8.809970 -18.657620
C15 17.858810 9.813620 -18.159440
H28 10.204430 7.634510 -20.424840
H29 11.235410 7.369140 -18.963950
H30 10.219530 6.146900 -19.732290
H31 12.811950 4.694810 -20.364870
H32 12.883770 5.845800 -19.173040
H33 14.831350 5.948990 -21.521310
H34 15.019570 5.412690 -19.964220
H35 15.121710 7.328670 -19.001770
H36 15.954330 8.043590 -21.685310
H37 17.029200 7.129580 -20.561710
H38 16.199500 9.939200 -20.254260
H39 17.808660 9.254210 -20.495050
H40 18.804430 9.889090 -18.696300
H41 18.035760 9.521970 -17.124200
H42 17.434850 10.811490 -18.047170
O11 14.765410 5.523120 -24.129320
H43 15.683660 5.697440 -24.335860
H44 14.380680 6.389450 -23.996380
O12 18.918800 1.287330 -21.015230
H45 18.936800 1.017060 -20.097160
H46 18.263900 1.984680 -21.047320
O13 16.848290 7.093320 -24.414250
H47 17.319550 6.828550 -23.624280
H48 17.524470 7.150120 -25.089380
O14 19.565320 6.800460 -18.752140
H49 19.402240 6.777710 -17.809210
H50 18.721480 7.038890 -19.135950
O15 17.957670 4.176540 -18.267200
H51 17.563600 3.578910 -17.631770
H52 17.403910 4.099920 -19.044190
O16 21.040500 4.862740 -22.437690
H53 20.906510 3.980150 -22.783110
H54 21.269940 5.388170 -23.204190
O17 14.603210 3.103270 -22.749610
H55 15.368330 3.458470 -22.297220
H56 14.416960 3.738410 -23.441090

Cartesian forces (eV/Å) of the 2 atoms listed first:
Cr -2.5 0.7 -1.1
N 1.0 -1.5 2.6

Atom charges from the Mulliken analysis, given in e for atoms 1 to 6: number 1, Cr, carries 0.684; number 2, N, carries 0.578; number 3, O, carries -0.382; number 4, O, carries -0.199; number 5, O, carries 0.739; number 6, C, carries 0.482